# 1
92
Properties=species:S:1:pos:R:3 method="wB97M-V/def2-TZVPD" multiplicity=1 e_tot_ev=-73699.486 charge=-1
C -4.37110 0.08570 0.99770
C -4.94283 1.55181 0.46580
C -5.80902 2.45169 1.55711
C -6.41130 3.88830 0.98509
C -6.16458 4.42394 -0.54886
C -5.28413 3.46771 -1.59568
C -4.65971 2.00149 -1.08788
C -3.85441 1.13826 -2.22439
In -1.59792 1.26564 -2.12480
O -0.96876 2.02228 -4.02313
C -0.77498 2.69796 -0.58072
C -1.69162 2.88629 0.76526
F -1.70940 1.67690 1.65481
C -0.80720 -0.84964 -2.00789
I -2.36438 -2.36932 -1.57678
C 0.38566 -1.09878 -0.91263
C -0.15724 -1.11873 0.66906
I 2.15768 0.18995 -1.19251
H -5.21298 -0.73745 0.80391
H -3.43375 -0.27073 0.39169
H -4.18489 0.07825 2.17672
H -6.00521 2.09254 2.65406
H -7.05662 4.56195 1.71055
H -6.63594 5.44556 -0.91251
H -5.12281 3.81909 -2.72359
H -4.22814 0.00767 -2.14668
H -4.25512 1.50823 -3.28472
H -1.09695 3.02690 -3.92337
H -0.67703 3.77760 -1.07978
H 0.32712 2.44636 -0.20220
H -1.15937 3.73421 1.41553
H -2.76218 3.30430 0.52213
H -0.36457 -1.13752 -3.07595
H 0.77838 -2.21078 -1.09897
H -1.24013 -0.67164 0.74928
H 0.61787 -0.65223 1.42009
H -0.26127 -2.26379 0.99058
N 4.66348 -4.90143 -0.78132
C 3.95206 -3.77798 -1.02027
C 3.87693 -2.71138 -0.13886
C 4.56973 -2.80137 1.06381
C 5.30980 -3.94655 1.33948
C 5.32700 -4.95910 0.39378
H 3.42641 -3.75689 -1.97048
H 3.29209 -1.83209 -0.38395
H 4.53356 -1.98589 1.78029
H 5.86030 -4.04766 2.26792
H 5.89294 -5.87129 0.56089
N -2.79670 6.80036 0.62870
C -3.90334 6.20864 1.12927
C -4.66205 6.73997 2.15989
C -4.26138 7.95033 2.71576
C -3.12476 8.58307 2.22296
C -2.43344 7.97529 1.18729
H -4.17322 5.26468 0.66474
H -5.54365 6.22243 2.52071
H -4.83015 8.39707 3.52605
H -2.78602 9.52687 2.63498
H -1.54213 8.43161 0.76581
N 6.25413 -3.18047 4.71066
C 7.19791 -2.76310 5.58269
C 6.95684 -2.53416 6.92791
C 5.66889 -2.74143 7.41034
C 4.67486 -3.16940 6.53634
C 5.01367 -3.37482 5.20859
H 8.18597 -2.61244 5.15760
H 7.75380 -2.20189 7.58343
H 5.44155 -2.57115 8.45866
H 3.66119 -3.33948 6.88103
H 4.27389 -3.71230 4.48807
N 10.86757 -5.51933 -1.01986
C 10.09713 -4.40989 -0.98988
C 8.74050 -4.40595 -1.27217
C 8.13504 -5.61168 -1.61003
C 8.90250 -6.77117 -1.65131
C 10.25142 -6.67527 -1.34941
H 10.61616 -3.49356 -0.72416
H 8.16995 -3.48510 -1.23008
H 7.07396 -5.64769 -1.83904
H 8.46067 -7.72632 -1.91158
H 10.89191 -7.55269 -1.36424
N -6.82832 -0.33022 -4.00630
C -6.88893 0.98160 -4.32381
C -7.03286 1.45534 -5.61803
C -7.11607 0.52928 -6.65243
C -7.05479 -0.82877 -6.35736
C -6.91357 -1.20556 -5.03146
H -6.81631 1.66477 -3.48258
H -7.07850 2.52045 -5.81476
H -7.22799 0.86289 -7.67996
H -7.11622 -1.57551 -7.14086
H -6.86456 -2.25367 -4.74975

# 2
74
Properties=species:S:1:pos:R:3 method="wB97M-V/def2-TZVPD" multiplicity=1 e_tot_ev=-192781.605 charge=-1
C -4.50412 0.91584 1.85112
C -3.46334 -0.04494 1.34780
C -3.42308 -1.36302 1.79302
C -2.45511 -2.22492 1.32187
C -1.48647 -1.83333 0.40316
C -0.45904 -2.86742 -0.03003
C 0.13412 -2.65679 -1.41783
C 0.66761 -3.02474 0.99813
C -1.53566 -0.50421 -0.03829
O -0.62573 -0.03041 -0.93054
C -1.15094 0.28022 -2.25334
B -0.79281 1.77099 -2.75973
Br -0.60464 1.58056 -4.85375
Br -2.38400 3.06238 -2.44510
C 0.58929 2.37315 -2.19792
C 0.53505 2.87736 -0.76154
C 1.84437 3.44266 -0.17761
C 3.04163 2.55944 -0.51070
C 1.70574 3.56027 1.33996
C -2.51233 0.36417 0.43220
H -5.49655 0.68000 1.46957
H -4.53601 0.92340 2.94067
H -4.26034 1.92862 1.53368
H -4.16320 -1.71187 2.50256
H -2.44303 -3.24700 1.68223
H -1.00329 -3.81723 -0.04221
H 0.79791 -3.48922 -1.66170
H -0.62902 -2.57248 -2.18645
H 0.74831 -1.76266 -1.40610
H 0.28247 -2.91163 2.01155
H 1.42791 -2.25561 0.85559
H 1.13303 -4.00584 0.90796
H -2.22381 0.07814 -2.26450
H -0.69030 -0.43781 -2.93626
H 0.86680 3.21313 -2.84284
H 1.33598 1.58410 -2.30955
H 0.20264 2.08263 -0.08935
H -0.22381 3.65999 -0.69808
H 1.99282 4.43846 -0.60717
H 3.25929 2.57576 -1.57782
H 2.81259 1.52110 -0.25896
H 3.93703 2.87632 0.02495
H 2.66951 3.80547 1.78458
H 0.96433 4.30320 1.62990
H 1.41048 2.58735 1.73709
H -2.52822 1.38031 0.05693
C -1.94188 -1.07277 -6.56861
C -0.83254 -1.49019 -5.63174
O -1.19025 -2.67677 -4.87963
C -1.12056 -3.84402 -5.48162
O -0.78528 -4.09305 -6.60276
C -1.47944 -4.92709 -4.43828
F -2.62042 -4.62287 -3.81177
F -0.49835 -4.95904 -3.53212
F -1.61187 -6.12939 -4.98922
H -2.86560 -0.91421 -6.01182
H -1.66793 -0.14015 -7.05987
H -2.12503 -1.82836 -7.33286
H -0.65483 -0.72933 -4.87363
H 0.10258 -1.67610 -6.15930
C 2.19896 1.90490 8.02495
C 1.82115 0.91393 6.94645
O 2.34548 1.29788 5.66035
C 3.62971 1.06384 5.45552
O 4.40658 0.55646 6.20885
C 4.00593 1.51576 4.02773
F 3.57010 2.75388 3.79514
F 3.45120 0.68850 3.13961
F 5.32499 1.48959 3.86983
H 1.86580 2.90651 7.75233
H 1.72636 1.62222 8.96531
H 3.27689 1.93210 8.17531
H 0.74400 0.88795 6.80160
H 2.16022 -0.09406 7.18308

# 3
18
Properties=species:S:1:pos:R:3 method="wB97M-V/def2-TZVPD" multiplicity=1 e_tot_ev=-20167.151 relative_energy_ev=6.7719
C 1.48411 1.64690 0.62180
C 0.48922 1.16006 -0.66750
C -0.83308 -0.83659 -0.18269
C -0.90876 -1.96895 0.88024
H 2.71771 1.45815 0.68617
H 0.95975 1.23356 1.49915
H 1.40234 2.81837 0.40087
H -0.54561 1.46705 -0.61809
H 1.00015 1.48900 -1.56660
H 1.96248 -1.90591 0.15435
H -1.79849 -1.71605 1.60699
H -0.69957 -2.77280 0.35650
H 0.13107 -1.77966 1.33471
H -3.03800 1.27974 -0.78361
N 0.35862 -0.32145 -0.66462
N -2.04969 -0.46122 -0.48935
O -2.17787 0.61435 -1.34211
S 1.54563 -1.40453 -1.22620

HOMO-LUMO gap readings, ordered: 6.89, 7.95, 9.02 eV